Entry 1:
C21H26N6O2OsS3 | wB97M-V/def2-TZVPD

Last column: Löwdin charge in e.
CARTESIAN COORDINATES (ANGSTROEM)
Os1 0.113 -0.069 0.325  1.229
O1 -2.093 -3.521 -1.514  0.099
C1 -1.052 -3.940 -2.256  -0.239
C2 -1.251 -5.122 -2.971  0.012
C3 -0.242 -5.637 -3.745  -0.032
C4 0.992 -4.980 -3.849  -0.060
C5 1.198 -3.815 -3.164  -0.021
C6 0.189 -3.269 -2.343  -0.085
C7 0.474 -2.059 -1.591  -0.347
O2 -0.462 -1.544 -0.773  -0.243
N1 1.628 -1.472 -1.685  0.052
N2 1.663 -0.381 -0.839  -0.311
C8 2.894 0.153 -0.705  -0.902
S1 3.120 1.563 0.232  1.001
C9 4.919 1.336 0.354  -0.444
C10 5.387 0.755 -0.965  -0.442
S2 4.225 -0.554 -1.462  1.111
H1 -1.859 -2.729 -1.020  0.076
H2 -2.215 -5.605 -2.891  0.133
H3 -0.399 -6.565 -4.280  0.122
H4 1.774 -5.394 -4.469  0.114
H5 2.145 -3.297 -3.233  0.111
H6 5.106 0.662 1.189  0.097
H7 5.367 2.305 0.564  0.102
H8 6.369 0.295 -0.863  0.103
H9 5.420 1.495 -1.763  0.098
C11 -1.296 2.482 0.639  -0.130
C12 -2.141 3.642 0.023  -0.115
N3 -2.169 3.520 -1.423  -0.157
C13 -2.799 2.272 -1.819  -0.118
C14 -1.966 1.082 -1.276  -0.117
N4 -0.786 1.618 -0.486  -0.300
C15 0.057 2.447 -1.402  -0.128
C16 -0.826 3.605 -1.968  -0.114
H10 -1.883 1.864 1.314  0.099
H11 -0.434 2.866 1.187  0.114
H12 -1.708 4.604 0.288  0.132
H13 -3.160 3.609 0.402  0.134
H14 -2.856 2.232 -2.905  0.134
H15 -3.813 2.245 -1.425  0.134
H16 -1.573 0.474 -2.088  0.122
H17 -2.557 0.446 -0.619  0.122
H18 0.437 1.805 -2.196  0.123
H19 0.899 2.839 -0.835  0.078
H20 -0.880 3.544 -3.054  0.134
H21 -0.397 4.569 -1.700  0.133
C17 0.501 -1.078 7.062  -0.004
C18 0.280 -0.186 5.888  -0.281
C19 0.380 1.202 5.961  0.030
C20 0.193 1.933 4.803  -0.086
N5 -0.087 1.354 3.630  0.056
C21 -0.172 0.033 3.688  -0.734
S3 -0.650 -0.824 2.192  0.749
N6 -0.011 -0.766 4.713  0.116
H22 0.633 -0.506 7.977  0.088
H23 1.391 -1.686 6.893  0.100
H24 -0.338 -1.763 7.178  0.099
H25 0.601 1.692 6.899  0.128
H26 0.262 3.014 4.800  0.123

## Properties
2S+1: 1
E_LUMO (spin up / spin down) (eV): -8.544 / -8.543
E (eV): -70191.13795
Net charge: +2
Frontier orbital gap (spin up / spin down) (eV): 4.64 / 4.64

=====

Entry 2:
C21H26NO2RhS3 | wB97M-V/def2-TZVPD

Last column: Löwdin charge in e.
CARTESIAN COORDINATES (ANGSTROEM)
Rh1 0.470 -2.292 -1.246  0.623
C1 1.764 -0.967 -3.978  -0.415
C2 0.258 -0.913 -4.109  -0.422
S1 -0.538 -2.292 -3.225  0.969
C3 0.094 -3.758 -4.117  -0.413
C4 0.427 -4.869 -3.141  -0.441
S2 1.496 -4.313 -1.781  0.942
C5 3.009 -3.793 -2.675  -0.424
C6 3.485 -2.427 -2.213  -0.433
S3 2.176 -1.163 -2.207  0.951
H1 2.205 -1.788 -4.540  0.082
H2 2.219 -0.039 -4.323  0.109
H3 -0.158 -0.025 -3.630  0.101
H4 -0.078 -0.921 -5.147  0.116
H5 -0.701 -4.062 -4.799  0.110
H6 0.953 -3.464 -4.714  0.076
H7 -0.467 -5.251 -2.644  0.102
H8 0.906 -5.708 -3.646  0.112
H9 3.775 -4.542 -2.477  0.105
H10 2.806 -3.806 -3.744  0.079
H11 3.835 -2.446 -1.180  0.099
H12 4.307 -2.059 -2.828  0.112
C7 0.785 5.091 3.676  -0.039
C8 0.006 4.562 2.500  -0.209
C9 -0.415 5.455 1.525  -0.028
C10 -1.112 5.022 0.409  -0.060
C11 -1.422 3.683 0.283  -0.028
C12 -1.035 2.778 1.268  -0.188
N1 -1.366 1.414 1.012  0.133
C13 -1.799 0.476 1.896  -0.162
C14 -2.501 0.855 3.057  -0.012
C15 -2.969 -0.085 3.935  -0.010
C16 -2.763 -1.466 3.725  -0.038
C17 -2.095 -1.872 2.614  0.007
C18 -1.603 -0.921 1.672  -0.064
C19 -0.886 -1.423 0.572  -0.500
O1 -0.509 -0.726 -0.469  -0.152
O2 -0.503 -2.674 0.486  -0.114
C20 -0.289 3.190 2.379  -0.153
C21 0.287 2.209 3.367  -0.018
H13 0.924 6.166 3.583  0.083
H14 1.775 4.638 3.749  0.086
H15 0.267 4.900 4.617  0.096
H16 -0.180 6.506 1.637  0.120
H17 -1.428 5.727 -0.347  0.114
H18 -2.001 3.332 -0.564  0.114
H19 -1.457 1.183 0.037  0.132
H20 -2.685 1.908 3.220  0.135
H21 -3.536 0.240 4.798  0.127
H22 -3.150 -2.188 4.430  0.120
H23 -1.935 -2.922 2.418  0.126
H24 -0.452 1.787 4.045  0.077
H25 1.044 2.681 3.986  0.071
H26 0.761 1.371 2.847  0.093

## Properties
2S+1: 1
E_LUMO (spin up / spin down) (eV): -8.315 / -8.998
E (eV): -63283.81573
Net charge: +2
Frontier orbital gap (spin up / spin down) (eV): 4.43 / 3.34

=====

Entry 3:
C21H26NO3 | wB97M-V/def2-TZVPD

Last column: Löwdin charge in e.
CARTESIAN COORDINATES (ANGSTROEM)
C1 -6.834 -1.328 0.100  -0.092
C2 -5.321 -1.173 0.170  -0.186
C3 -4.892 0.248 -0.108  -0.360
O1 -5.670 1.117 -0.421  0.110
C4 -3.433 0.555 0.026  -0.139
C5 -3.055 1.893 -0.052  0.010
C6 -1.732 2.279 0.059  0.003
C7 -0.764 1.306 0.249  -0.230
C8 -1.120 -0.038 0.325  0.015
C9 -2.445 -0.409 0.219  -0.005
H1 -2.696 -1.455 0.282  0.113
H2 -0.351 -0.780 0.478  0.102
O2 0.593 1.561 0.361  -0.084
C10 1.066 2.894 0.299  -0.119
C11 2.598 2.879 0.486  -0.313
O3 2.972 2.327 1.722  -0.003
H3 2.616 2.850 2.448  0.123
C12 3.311 2.077 -0.616  -0.046
N1 2.875 0.663 -0.638  -0.094
H4 1.883 0.682 -0.307  0.146
C13 2.908 0.074 -1.996  -0.085
C14 2.762 -1.460 -1.978  -0.083
C15 2.230 -1.995 -0.679  -0.188
C16 1.344 -3.058 -0.612  -0.022
C17 0.944 -3.547 0.622  -0.063
C18 1.424 -2.978 1.790  -0.061
C19 2.299 -1.905 1.732  -0.013
C20 2.707 -1.423 0.499  -0.170
C21 3.580 -0.213 0.336  -0.037
H5 3.695 0.323 1.277  0.128
H6 4.566 -0.464 -0.067  0.157
H7 2.667 -1.448 2.637  0.122
H8 1.111 -3.363 2.747  0.112
H9 0.257 -4.377 0.670  0.112
H10 0.971 -3.507 -1.520  0.120
H11 3.742 -1.917 -2.144  0.135
H12 2.123 -1.773 -2.803  0.127
H13 2.097 0.522 -2.573  0.144
H14 3.856 0.349 -2.463  0.141
H15 4.389 2.116 -0.446  0.153
H16 3.087 2.537 -1.580  0.146
H17 2.945 3.921 0.404  0.164
H18 0.611 3.494 1.098  0.145
H19 0.818 3.353 -0.667  0.146
H20 -1.478 3.325 -0.002  0.111
H21 -3.826 2.633 -0.202  0.126
H22 -4.952 -1.461 1.157  0.123
H23 -4.844 -1.823 -0.569  0.122
H24 -7.197 -1.036 -0.882  0.080
H25 -7.312 -0.690 0.838  0.081
H26 -7.120 -2.360 0.290  0.074

## Properties
2S+1: 1
SMILES: CCC(=O)c1ccc(OC[C@@H](O)C[N@H+]2CCc3ccccc3C2)cc1
E_LUMO (eV): -2.372
E (eV): -29825.81378
Net charge: +1
Frontier orbital gap (eV): 9.35

=====

Entry 4:
C21H27AuN3O2S2Si | wB97M-V/def2-TZVPD

Last column: Löwdin charge in e.
CARTESIAN COORDINATES (ANGSTROEM)
Au1 -0.395 -0.584 1.350  0.903
S1 -0.811 -2.588 2.947  0.625
C1 -2.249 -2.473 2.001  -1.106
N1 -2.279 -1.581 1.061  -0.132
C2 -3.489 -1.501 0.426  -0.299
C3 -3.851 -0.739 -0.673  0.004
C4 -5.171 -0.790 -1.139  -0.047
C5 -6.088 -1.654 -0.541  -0.068
C6 -5.682 -2.490 0.458  -0.097
C7 -4.396 -2.455 0.898  -0.491
S2 -3.760 -3.310 2.235  1.099
H1 -3.120 -0.142 -1.146  0.095
H2 -5.533 -0.116 -1.849  0.090
H3 -7.101 -1.580 -0.868  0.108
H4 -6.371 -3.162 0.960  0.121
O1 0.386 0.501 -0.958  0.036
C8 0.459 -0.351 -1.793  -0.533
O2 -0.273 -1.456 -1.783  0.085
C9 1.205 -0.197 -3.120  -0.200
N2 0.983 -1.503 -3.871  -0.045
C10 0.384 -1.198 -5.187  -0.157
C11 -0.376 0.110 -4.819  -0.173
C12 0.592 0.891 -3.997  -0.138
H5 2.254 0.050 -2.781  0.172
H6 0.007 -1.968 -2.579  0.087
H7 1.830 -2.062 -4.014  0.135
H8 -0.328 -2.001 -5.408  0.120
H9 1.133 -1.024 -5.954  0.118
H10 -1.302 -0.145 -4.260  0.128
H11 -0.638 0.677 -5.705  0.114
H12 -0.021 1.582 -3.401  0.130
H13 1.404 1.361 -4.547  0.128
C13 -1.089 2.485 2.322  -0.193
Si1 0.771 2.220 2.629  0.508
C14 1.669 3.558 1.532  -0.143
C15 1.226 2.233 4.411  -0.162
N3 1.244 0.612 1.895  -0.098
C16 2.469 0.187 1.900  -0.378
C17 2.709 -1.040 1.223  -0.015
C18 3.985 -1.588 1.197  -0.031
C19 5.038 -0.925 1.882  -0.031
C20 4.846 0.339 2.392  -0.047
C21 3.599 0.907 2.366  -0.003
H14 -1.435 3.477 2.760  0.067
H15 -1.638 1.697 2.805  0.001
H16 -1.310 2.548 1.261  0.021
H17 1.276 4.538 1.766  0.030
H18 1.424 3.353 0.494  0.029
H19 2.738 3.553 1.694  0.012
H20 0.634 2.845 5.094  0.048
H21 2.285 2.537 4.504  0.041
H22 1.127 1.227 4.797  0.037
H23 1.869 -1.576 0.818  0.075
H24 4.185 -2.579 0.796  0.116
H25 5.926 -1.486 1.835  0.102
H26 5.633 0.881 2.887  0.119
H27 3.416 1.893 2.801  0.081

## Properties
2S+1: 3
E_LUMO (spin up / spin down) (eV): -2.005 / -5.109
E (eV): -64015.63957
Net charge: +1
Frontier orbital gap (spin up / spin down) (eV): 8.99 / 5.79